Entry 1:
# C5H7Cl

C5H7Cl in the gas phase at a distorted geometry (ωB97M-V/def2-TZVPD, the Open Molecules 2025 dataset).

Cartesian coordinates (Å):
Cl 2.2637 -0.6076 -0.3738
H -2.4003 -0.1628 -0.6199
H 0.3679 -1.8506 1.1976
H -1.2897 -1.9403 0.5846
C 1.0424 0.5371 -0.0650
H 0.0475 -2.2814 -0.5129
H 2.1672 2.1702 0.3923
C -0.3359 -0.1328 -0.0805
H 0.2102 2.3055 0.3929
C -1.4526 0.4073 -0.5829
H -1.5112 1.4312 -0.9550
C 1.1566 1.7488 0.3001
C -0.2658 -1.6245 0.3224

The spin multiplicity is 1. The calculation puts the relative energy (zero: lowest compared OMol25 entry of this formula, charge and spin) at 106.1 kJ/mol. The net charge is 0. The calculation puts the LUMO energy at 0.943 eV. The value obtained for the frontier orbital gap is 10.185 eV. As for the total energy: -654.85010 Ha. As for the HOMO energy: -9.24 eV.

Atomic partial charges in e from the Löwdin method, atoms 1 to 2: Cl 0.73; H 0.07

Entry 2:
# C5H7Cl2N

C5H7Cl2N in the gas phase at a distorted geometry (ωB97M-V/def2-TZVPD, the Open Molecules 2025 dataset).

Cartesian coordinates (Å):
C -0.6261 -0.4273 -1.4290
H -0.1418 1.6196 -2.5419
Cl -1.1520 -2.1943 1.0086
H -1.5145 -0.0687 -0.7760
N 0.2082 0.6935 -1.9022
Cl 1.9771 -1.3367 -0.4631
H 1.5450 1.7728 -0.2906
C 0.4257 -0.4597 -0.2090
C -0.0666 -0.9179 1.1885
H -0.1704 1.6474 0.0751
H -0.5099 -0.4865 3.1154
H -0.7389 -1.5140 -1.7882
H 0.1924 0.8343 2.2776
C -0.0578 -0.2818 2.3040
C 0.6296 1.1192 -0.5691

The spin multiplicity is 1. The calculation puts the relative energy (zero: lowest compared OMol25 entry of this formula, charge and spin) at 323.4 kJ/mol. The net charge is 0. The calculation puts the LUMO energy at 0.652 eV. The value obtained for the frontier orbital gap is 10.087 eV. As for the total energy: -1169.70891 Ha. As for the HOMO energy: -9.44 eV.

Atomic partial charges in e from the Löwdin method, atoms 1 to 2: C -0.20; H 0.19

Entry 3:
# C5H7ClF2

C5H7ClF2 in the gas phase at a distorted geometry (ωB97M-V/def2-TZVPD, the Open Molecules 2025 dataset).

Cartesian coordinates (Å):
C -0.0648 0.2714 -0.3203
H -0.5846 2.3071 -1.3255
H -0.7159 -1.2065 1.9601
F -1.6170 -0.3577 -1.9352
C 0.3913 0.2538 0.9539
H -0.3348 -1.6725 -1.4193
C 0.3088 -0.9602 1.7995
H -1.5156 -1.3833 -0.1508
C -0.8858 -0.8385 -0.9296
H 0.8277 -0.8305 2.8000
H 0.9165 1.0827 1.3382
H 0.7483 -1.8156 1.2970
F 1.0886 2.4480 -0.3781
C 0.2608 1.5447 -1.1051
Cl 1.1764 1.1571 -2.5848

The spin multiplicity is 1. The calculation puts the relative energy (zero: lowest compared OMol25 entry of this formula, charge and spin) at 44.9 kJ/mol. The net charge is 0. The calculation puts the LUMO energy at 0.859 eV. The value obtained for the frontier orbital gap is 10.636 eV. As for the total energy: -854.59326 Ha. As for the HOMO energy: -9.78 eV.

Atomic partial charges in e from the Löwdin method, atoms 1 to 2: C -0.23; H 0.15

Entry 4:
# C5H7ClF2

C5H7ClF2 in the gas phase at a distorted geometry (ωB97M-V/def2-TZVPD, the Open Molecules 2025 dataset).

Cartesian coordinates (Å):
F 1.7635 -0.1326 -1.6174
C 0.7786 -0.8827 0.7247
H 1.7076 -0.6904 0.0339
H 1.0205 -0.2445 1.6931
H -1.3225 -1.7686 1.4089
H 0.4294 -1.8724 0.9572
H -1.8684 0.1446 1.7595
Cl -1.6527 1.4109 -1.5814
H 1.1191 1.7297 -2.1582
C -0.3756 -0.0571 0.1632
C -1.5922 -0.6009 0.8240
C -0.3380 0.8082 -0.8377
H -2.4765 -0.4932 0.1494
F 1.7265 1.6260 -0.2508
C 1.0809 1.0231 -1.2684

The spin multiplicity is 1. The calculation puts the relative energy (zero: lowest compared OMol25 entry of this formula, charge and spin) at 188.2 kJ/mol. The net charge is 0. The calculation puts the LUMO energy at 0.815 eV. The value obtained for the frontier orbital gap is 9.946 eV. As for the total energy: -854.53869 Ha. As for the HOMO energy: -9.13 eV.

Atomic partial charges in e from the Löwdin method, atoms 1 to 2: F 0.01; C -0.06

Question: Number 2 is which compound?
Answer: C5H7Cl2N

What did the fourth record say?
# C5H7ClF2

C5H7ClF2 in the gas phase at a distorted geometry (ωB97M-V/def2-TZVPD, the Open Molecules 2025 dataset).

Cartesian coordinates (Å):
F 1.7635 -0.1326 -1.6174
C 0.7786 -0.8827 0.7247
H 1.7076 -0.6904 0.0339
H 1.0205 -0.2445 1.6931
H -1.3225 -1.7686 1.4089
H 0.4294 -1.8724 0.9572
H -1.8684 0.1446 1.7595
Cl -1.6527 1.4109 -1.5814
H 1.1191 1.7297 -2.1582
C -0.3756 -0.0571 0.1632
C -1.5922 -0.6009 0.8240
C -0.3380 0.8082 -0.8377
H -2.4765 -0.4932 0.1494
F 1.7265 1.6260 -0.2508
C 1.0809 1.0231 -1.2684

The spin multiplicity is 1. The calculation puts the relative energy (zero: lowest compared OMol25 entry of this formula, charge and spin) at 188.2 kJ/mol. The net charge is 0. The calculation puts the LUMO energy at 0.815 eV. The value obtained for the frontier orbital gap is 9.946 eV. As for the total energy: -854.53869 Ha. As for the HOMO energy: -9.13 eV.

Atomic partial charges in e from the Löwdin method, atoms 1 to 2: F 0.01; C -0.06

Question: Number 1 is which compound?
Answer: C5H7Cl